The following is a DFT calculation (ωB97M-V/def2-TZVPD) of a cluster of 2 separate species, C26H24NO in total at a distorted geometry.

The geometry in ORCA input format:
```
! wB97M-V def2-TZVPD RIJCOSX def2/J DEFGRID3
* xyz 1 1
C -3.809 2.967 4.088
C -4.219 1.679 3.817
C -3.304 0.739 3.392
C -1.963 1.073 3.234
C -0.998 0.015 2.836
C 0.373 0.308 2.728
N 1.345 -0.600 2.340
C 1.054 -1.869 1.963
C 2.025 -2.787 1.572
C 3.376 -2.366 1.535
C 4.356 -3.289 1.127
C 4.012 -4.573 0.800
C 2.678 -4.994 0.860
C 1.699 -4.121 1.229
C 3.672 -1.037 1.944
C 2.687 -0.204 2.340
O -1.438 -1.119 2.603
C -1.575 2.388 3.471
C -2.490 3.321 3.905
H -4.514 3.697 4.453
H -5.253 1.412 3.958
H -3.616 -0.273 3.193
H 0.727 1.297 2.935
H 0.027 -2.170 1.989
H 5.383 -2.969 1.085
H 4.775 -5.278 0.511
H 2.429 -6.015 0.622
H 0.671 -4.438 1.271
H 4.696 -0.706 1.967
H 2.926 0.784 2.691
H -0.552 2.683 3.319
H -2.169 4.324 4.126
C 1.486 -0.760 6.402
C 0.052 -1.145 6.362
C -0.236 -2.530 5.901
C -0.934 -0.278 6.830
C -2.328 -0.586 6.761
C -3.270 0.294 7.224
C -2.888 1.505 7.783
C -1.546 1.838 7.877
C -0.585 0.979 7.414
H 1.638 0.247 6.015
H 1.875 -0.803 7.420
H 2.086 -1.431 5.787
H -1.249 -2.652 5.525
H 0.432 -2.807 5.084
H -0.084 -3.242 6.713
H -2.652 -1.517 6.330
H -4.319 0.048 7.164
H -3.636 2.185 8.154
H -1.261 2.776 8.327
H 0.452 1.244 7.525
*
```

The value obtained for the energy above the lowest of the compared OMol25 structures with the same formula, charge and spin is 0.7721 eV.

The following is a DFT calculation (ωB97M-V/def2-TZVPD) of a cluster of 15 separate species, C45H120O15 in total at a distorted geometry.

The geometry in ORCA input format:
```
! wB97M-V def2-TZVPD RIJCOSX def2/J DEFGRID3
* xyz 0 1
C 18.225 20.248 11.672
C 17.217 20.218 12.834
C 16.501 21.636 13.019
O 16.290 19.147 12.564
H 19.233 20.708 11.882
H 17.915 20.809 10.781
H 18.556 19.294 11.322
H 17.724 19.994 13.805
H 16.024 22.012 12.087
H 17.147 22.397 13.385
H 15.722 21.589 13.762
H 15.589 19.120 13.214
C 8.437 13.557 9.885
C 9.276 12.277 9.692
C 8.881 11.569 8.405
O 10.727 12.505 9.656
H 8.757 14.096 10.887
H 7.392 13.391 9.816
H 8.612 14.257 9.041
H 9.131 11.680 10.624
H 8.369 12.174 7.662
H 8.333 10.627 8.518
H 9.901 11.275 8.015
H 11.050 12.406 10.534
C 18.823 13.054 15.518
C 19.766 11.899 14.926
C 20.592 11.312 16.025
O 18.968 10.850 14.481
H 18.374 12.609 16.364
H 18.016 13.333 14.847
H 19.387 13.975 15.697
H 20.457 12.327 14.155
H 21.393 11.877 16.544
H 21.199 10.480 15.573
H 19.963 10.851 16.812
H 19.611 10.338 14.031
C 15.675 8.136 16.134
C 16.165 9.187 15.115
C 15.113 9.244 13.949
O 16.436 10.375 15.702
H 15.699 7.143 15.678
H 14.629 8.285 16.482
H 16.416 8.203 16.980
H 17.056 8.759 14.602
H 14.167 9.719 14.191
H 14.803 8.203 13.544
H 15.548 9.831 13.119
H 17.296 10.669 15.394
C 8.889 15.615 13.388
C 9.807 15.394 14.557
C 9.063 15.283 15.860
O 10.545 14.207 14.248
H 8.431 16.586 13.508
H 8.113 14.824 13.501
H 9.436 15.487 12.454
H 10.474 16.208 14.649
H 8.509 14.369 15.938
H 8.458 16.133 16.142
H 9.843 15.167 16.611
H 11.391 14.256 14.730
C 17.623 10.445 10.870
C 17.990 9.213 11.671
C 17.420 7.999 10.992
O 19.350 9.146 12.059
H 18.062 10.303 9.834
H 17.805 11.429 11.364
H 16.565 10.387 10.653
H 17.558 9.306 12.671
H 17.782 7.100 11.398
H 17.611 7.930 9.931
H 16.354 7.953 11.093
H 19.832 8.461 11.645
C 18.782 15.662 11.428
C 18.876 15.922 12.873
C 20.077 16.817 13.228
O 17.632 16.424 13.313
H 18.658 16.600 10.823
H 17.919 14.945 11.251
H 19.612 15.027 10.995
H 18.940 14.946 13.409
H 20.891 16.116 13.056
H 20.043 17.208 14.227
H 20.173 17.575 12.457
H 17.585 17.294 12.920
C 8.822 10.675 14.136
C 10.253 10.765 13.710
C 10.851 9.476 13.050
O 10.309 11.841 12.768
H 8.544 11.651 14.651
H 8.647 9.741 14.642
H 8.265 10.715 13.128
H 10.841 11.074 14.582
H 10.302 9.220 12.159
H 10.809 8.741 13.818
H 11.872 9.812 12.681
H 10.202 12.618 13.334
C 14.567 17.219 16.192
C 13.413 17.602 15.239
C 12.254 18.220 15.992
O 14.015 18.483 14.306
H 14.178 16.659 17.021
H 15.015 18.172 16.549
H 15.274 16.569 15.668
H 13.062 16.691 14.754
H 11.923 17.522 16.803
H 11.439 18.574 15.358
H 12.748 19.005 16.494
H 13.527 18.411 13.426
C 13.258 11.817 16.682
C 13.801 13.174 16.904
C 15.307 13.204 16.908
O 13.285 14.126 15.943
H 12.144 11.710 16.572
H 13.588 11.122 17.544
H 13.693 11.371 15.752
H 13.447 13.563 17.878
H 15.556 14.229 16.897
H 15.767 12.582 16.092
H 15.564 12.817 17.920
H 13.926 14.208 15.239
C 10.563 14.467 6.566
C 12.018 14.703 7.040
C 12.729 15.890 6.432
O 12.076 14.968 8.461
H 9.943 15.320 6.469
H 10.143 13.684 7.229
H 10.701 14.015 5.571
H 12.508 13.710 6.834
H 12.045 16.724 6.492
H 12.867 15.815 5.316
H 13.670 16.139 6.835
H 11.336 14.467 8.814
C 13.062 8.758 7.667
C 12.675 9.627 8.825
C 13.682 9.435 9.898
O 12.749 11.043 8.511
H 13.200 7.752 8.043
H 13.923 9.082 7.112
H 12.272 8.691 6.956
H 11.661 9.345 9.211
H 13.781 8.343 10.150
H 13.430 10.009 10.795
H 14.634 9.781 9.466
H 11.988 11.491 8.902
C 17.931 12.153 5.947
C 16.746 12.363 6.825
C 16.051 13.683 6.573
O 15.919 11.265 6.600
H 17.597 12.346 4.892
H 18.255 11.071 6.022
H 18.740 12.807 6.126
H 17.107 12.291 7.952
H 15.433 13.708 5.646
H 16.850 14.471 6.549
H 15.306 13.880 7.325
H 15.051 11.429 7.062
C 11.620 16.652 11.333
C 12.704 17.487 10.542
C 12.050 18.446 9.526
O 13.497 18.178 11.478
H 11.161 17.211 12.123
H 12.070 15.745 11.818
H 10.897 16.280 10.622
H 13.322 16.795 10.018
H 11.484 17.904 8.761
H 12.821 18.983 8.937
H 11.395 19.194 10.043
H 14.436 18.310 11.192
C 14.168 12.866 12.541
C 15.272 13.896 12.526
C 14.969 15.095 11.683
O 15.346 14.373 13.914
H 13.265 13.183 13.054
H 14.494 11.854 12.922
H 14.036 12.752 11.446
H 16.278 13.527 12.247
H 15.874 15.638 11.714
H 14.123 15.718 12.023
H 14.804 14.796 10.627
H 15.865 15.166 13.978
*
```

The value obtained for the energy above the lowest of the compared OMol25 structures with the same formula, charge and spin is 4.9691 eV.

The following is a DFT calculation (ωB97M-V/def2-TZVPD) of a cluster of 2 separate species, C25H28NO5 in total at a distorted geometry.

The geometry in ORCA input format:
```
! wB97M-V def2-TZVPD RIJCOSX def2/J DEFGRID3
* xyz -1 1
C -2.365 -0.587 3.308
C -2.674 -0.298 1.859
O -1.417 -0.036 1.216
C -0.382 -0.132 2.197
C 0.632 -1.233 1.732
C 1.787 -1.282 2.701
C 2.425 0.075 2.673
O 3.454 0.289 1.999
C 1.552 1.179 3.195
C 0.334 1.266 2.302
O -0.937 -0.490 3.437
H -2.822 0.156 3.974
H -2.670 -1.601 3.593
H -3.129 -1.158 1.352
H -3.296 0.597 1.736
H 0.101 -2.189 1.663
H 0.957 -0.951 0.722
H 1.406 -1.473 3.716
H 2.528 -2.040 2.429
H 1.246 0.912 4.218
H 2.124 2.112 3.211
H 0.600 1.547 1.273
H -0.396 1.996 2.668
C 4.343 5.043 2.594
C 4.860 3.773 1.974
O 4.758 2.741 2.996
C 5.331 1.577 2.613
C 4.790 0.426 3.419
N 5.532 -0.659 3.373
C 5.703 -1.662 4.207
C 6.598 -2.740 3.762
C 6.606 -4.015 4.364
C 7.468 -5.011 3.902
C 8.350 -4.742 2.849
C 8.359 -3.473 2.248
C 7.460 -2.491 2.679
C 5.133 -1.642 5.568
C 5.909 -2.064 6.673
C 5.443 -1.881 7.977
C 4.184 -1.310 8.199
C 3.389 -0.927 7.112
C 3.864 -1.086 5.808
O 6.123 1.453 1.703
H 4.159 5.780 1.812
H 3.415 4.888 3.150
H 5.093 5.457 3.273
H 4.244 3.467 1.115
H 5.909 3.865 1.668
H 4.162 0.738 4.265
H 5.923 -4.216 5.187
H 7.446 -5.997 4.366
H 9.025 -5.520 2.487
H 9.054 -3.244 1.439
H 7.419 -1.512 2.196
H 6.885 -2.520 6.498
H 6.067 -2.198 8.816
H 3.815 -1.175 9.216
H 2.387 -0.512 7.260
H 3.239 -0.799 4.957
*
```

The value obtained for the energy above the lowest of the compared OMol25 structures with the same formula, charge and spin is 1.3679 eV.

Question: Look up the energy above the lowest of the compared OMol25 structures with the same formula, charge and spin of the third one.
Answer: 1.3679 eV

Question: Which of these has the highest energy above the lowest of the compared OMol25 structures with the same formula, charge and spin?
Answer: C45H120O15